The following is a DFT calculation (the ωB97M-V functional and the def2-TZVPD basis) of a 7-piece molecular cluster, C24H52ClNO8S6 overall in a non-equilibrium geometry.

```
92
Properties=species:S:1:pos:R:3:lowdin_charge:R:1
C 3.93578 -3.80870 -0.67149 -0.16
C 5.48155 -3.36650 -1.02503 -0.25
C 6.35893 -2.84121 0.25410 -0.59
Cl 5.93346 -4.00586 1.68160 0.52
N 6.02635 -1.45210 0.74448 -0.01
C 6.00187 -0.41924 -0.35878 -0.28
O 7.15229 0.28017 -0.56416 0.00
O 4.88203 -0.12294 -1.26575 -0.10
C 3.61603 0.08518 -0.54598 -0.18
C 2.38691 0.01201 -1.67255 -0.12
C 1.08913 -0.77230 -1.03953 -0.14
C 0.70057 -0.79144 0.58096 -0.02
C -0.59143 -1.63223 1.14754 -0.05
C -1.55048 -2.49498 0.12651 -0.07
C -1.18073 -2.43106 -1.47661 -0.07
C 0.10726 -1.59952 -2.10359 -0.04
H 3.40365 -4.01677 -1.71978 0.09
H 3.88450 -4.84914 -0.09654 0.07
H 3.29601 -2.98258 -0.14445 0.06
H 6.01953 -4.36045 -1.41015 0.12
H 5.45301 -2.64518 -1.94585 0.11
H 7.51305 -3.01342 0.06565 0.13
H 5.18470 -1.41970 1.35949 0.10
H 3.45917 -0.83083 0.16491 0.09
H 3.54000 1.08978 0.04904 0.14
H 2.80837 -0.67257 -2.55270 0.13
H 2.13183 1.05628 -2.13610 0.10
H 1.44656 -0.16573 1.27120 0.09
H -0.77489 -1.60746 2.31084 0.09
H -2.45455 -3.11841 0.54817 0.07
H -1.88433 -3.02620 -2.21239 0.08
H 0.27593 -1.61911 -3.26534 0.09
C -6.04071 -1.31051 3.22834 -0.27
S -5.04435 -2.04954 1.91158 0.83
O -3.96022 -2.85483 2.56408 -0.58
C -4.30510 -0.49724 1.34870 -0.26
H -6.57146 -2.10888 3.75232 0.04
H -5.39502 -0.78159 3.93331 0.06
H -6.76640 -0.61966 2.79279 0.06
H -3.76832 -0.01919 2.17159 0.07
H -5.08905 0.16635 0.97630 0.06
H -3.60488 -0.71864 0.53973 0.02
C 4.01670 3.96029 -2.97130 -0.26
S 2.28130 4.14115 -2.49339 0.83
O 1.45973 3.35507 -3.47149 -0.58
C 2.14716 5.88672 -2.94946 -0.28
H 4.31604 2.92245 -2.80721 0.05
H 4.14134 4.21040 -4.02751 0.04
H 4.63531 4.61645 -2.35455 0.05
H 2.38916 6.01609 -4.00705 0.01
H 2.82856 6.47821 -2.33348 0.05
H 1.12069 6.21524 -2.77003 0.05
C -2.28791 -5.08164 3.88510 -0.28
S -1.71606 -5.14130 5.60037 0.80
O -1.21614 -3.77294 5.95710 -0.57
C -0.27135 -6.18060 5.27528 -0.28
H -3.17494 -4.44568 3.83638 0.01
H -1.50713 -4.66365 3.24533 0.05
H -2.54712 -6.08922 3.55164 0.05
H 0.38297 -5.69376 4.54820 0.06
H -0.59824 -7.15128 4.89510 0.05
H 0.27191 -6.32404 6.21233 0.05
C 4.78510 8.84429 -5.06622 -0.26
S 4.64730 7.04576 -4.92820 0.80
O 5.22748 6.64921 -3.60317 -0.54
C 5.88130 6.67008 -6.19670 -0.26
H 4.12040 9.30136 -4.32940 0.05
H 5.81339 9.15640 -4.86906 0.06
H 4.48325 9.15753 -6.06840 0.06
H 6.84088 7.11865 -5.92874 0.06
H 5.54268 7.05636 -7.16093 0.06
H 5.99421 5.58528 -6.26169 0.05
C -7.99824 -2.57153 6.86893 -0.27
S -9.69424 -2.75912 6.26801 0.81
O -9.62104 -3.31394 4.87646 -0.56
C -10.03620 -0.98795 6.13016 -0.27
H -7.56187 -3.56532 6.99390 0.05
H -7.40649 -2.00450 6.14646 0.04
H -8.00742 -2.05728 7.83281 0.05
H -9.31656 -0.52013 5.45409 0.05
H -9.97692 -0.52683 7.11883 0.05
H -11.04505 -0.85848 5.73114 0.05
C -3.40359 1.26887 -3.82299 -0.27
S -2.22114 1.15202 -2.45884 0.79
O -2.80077 1.89851 -1.29421 -0.57
C -0.96528 2.21275 -3.21425 -0.29
H -4.29976 0.70411 -3.55548 0.05
H -3.67223 2.31364 -3.99606 0.05
H -2.96256 0.84008 -4.72590 0.05
H -1.38685 3.19835 -3.42564 0.06
H -0.60613 1.75231 -4.13763 0.06
H -0.13220 2.31757 -2.51515 0.02
```

Summary:
Multiplicity: 1
Net charge: 0
Highest occupied orbital energy: -8.160 eV
Energy: -121118.932 eV


The following is a DFT calculation (the ωB97M-V functional and the def2-TZVPD basis) of a 9-piece molecular cluster, C24H52N4O23 overall in a non-equilibrium geometry.

```
103
Properties=species:S:1:pos:R:3:lowdin_charge:R:1
C -4.43915 -2.44763 1.97832 0.05
N -5.17507 -2.21792 3.27137 -0.46
O -5.23373 -1.11425 3.72778 0.08
O -5.69777 -3.22176 3.73417 0.04
H -5.05377 -2.01610 1.21990 0.09
H -4.29588 -3.54009 1.80154 0.11
H -3.51789 -1.86339 1.97232 0.08
C -0.31359 0.05269 0.45103 0.04
N -1.68863 -0.26933 0.22224 -0.43
O -1.95511 -1.24614 -0.45164 0.04
O -2.53350 0.52162 0.60470 0.07
H 0.08982 0.38577 -0.49049 0.07
H 0.14814 -0.80128 0.88843 0.09
H -0.39685 0.87415 1.14804 0.09
C 0.34169 -1.54588 -2.61188 0.07
N 1.45700 -0.61006 -3.04594 -0.39
O 2.48879 -0.51715 -2.39342 0.05
O 1.25071 0.10660 -4.01651 0.04
H -0.59692 -0.96329 -2.66557 0.08
H 0.68382 -2.00896 -1.68844 0.09
H 0.45399 -2.34876 -3.38053 0.10
C 3.36724 2.62490 -2.16529 0.06
N 3.68357 1.98798 -0.86471 -0.42
O 2.75747 1.44837 -0.28261 0.04
O 4.84126 1.99145 -0.48118 0.07
H 3.92623 2.15412 -2.90767 0.08
H 3.54739 3.71282 -2.05102 0.13
H 2.36507 2.38698 -2.36657 0.05
C 0.82797 -1.71056 -7.25330 -0.05
C -0.29944 -2.74580 -7.35630 -0.17
O -1.58248 -2.20541 -6.88108 0.04
C -1.85498 -2.56536 -5.63639 -0.64
O -1.29080 -3.33225 -4.94610 0.14
O -3.01896 -1.93983 -5.36695 -0.02
C -3.74744 -2.27373 -4.17477 -0.03
H 0.48440 -0.69719 -7.49810 0.08
H 1.71138 -1.92709 -7.85361 0.08
H 1.10918 -1.71190 -6.18907 0.06
H -0.11434 -3.66271 -6.78636 0.12
H -0.51929 -3.01897 -8.38418 0.12
H -4.52924 -1.55529 -4.01673 0.08
H -3.16955 -2.06911 -3.25011 0.09
H -4.17954 -3.26540 -4.15416 0.10
C 2.40745 4.47529 1.54562 -0.06
C 1.46631 4.51728 2.68900 -0.17
O 0.51000 3.41496 2.45611 0.01
C -0.59011 3.46666 3.19521 -0.64
O -0.90326 4.22193 4.05432 0.15
O -1.38253 2.42933 2.85660 -0.04
C -2.55296 2.25170 3.63042 -0.04
H 2.91464 3.50862 1.43783 0.07
H 3.20218 5.13754 1.87212 0.09
H 2.00320 4.86477 0.64945 0.05
H 0.77668 5.41900 2.72853 0.15
H 1.92591 4.33011 3.64621 0.12
H -2.36810 2.08810 4.66109 0.09
H -3.03453 1.36516 3.22085 0.09
H -3.25048 3.07733 3.48761 0.10
C -1.49289 -3.80775 6.49377 -0.06
C -2.22015 -2.46191 6.13293 -0.16
O -1.59727 -1.60783 5.11130 0.02
C -0.64500 -0.77127 5.51495 -0.64
O -0.21159 -0.70290 6.63653 0.13
O -0.29742 -0.13618 4.43235 0.01
C 0.96106 0.55550 4.43362 0.00
H -1.66102 -4.53946 5.65768 0.09
H -1.92180 -4.25040 7.34232 0.05
H -0.44112 -3.68176 6.70196 0.07
H -2.31570 -1.84504 7.09221 0.14
H -3.21991 -2.70471 5.77171 0.10
H 1.25698 0.74591 3.36071 0.11
H 1.60791 -0.05279 4.93170 0.06
H 0.83172 1.47265 5.01085 0.11
C 4.31725 0.75906 3.36353 -0.06
C 4.36440 -0.55729 2.61584 -0.22
O 3.03293 -0.95891 2.37025 0.02
C 2.76361 -2.05481 1.69028 -0.60
O 1.64641 -2.52460 1.69869 0.12
O 3.85665 -2.50262 1.07247 -0.01
C 3.63277 -3.41065 0.01088 -0.01
H 4.15861 0.48604 4.36811 0.06
H 3.51928 1.40365 2.99157 0.06
H 5.29931 1.29761 3.30539 0.10
H 4.90838 -1.33980 3.19220 0.14
H 4.89311 -0.42871 1.58611 0.15
H 3.30459 -2.81794 -0.81960 0.08
H 2.83579 -4.14985 0.32061 0.12
H 4.48707 -3.90302 -0.23155 0.06
C -2.43103 1.45389 -5.84055 -0.08
C -1.63210 1.17214 -4.63379 -0.22
O -0.83243 2.35481 -4.29106 0.07
C -0.57962 2.37406 -3.00757 -0.57
O -0.84548 1.39829 -2.24470 0.02
O 0.05600 3.48204 -2.65778 0.02
C 0.09859 3.69870 -1.21722 -0.01
H -3.14201 0.59657 -6.01705 0.09
H -1.75102 1.61986 -6.72723 0.10
H -3.17344 2.31966 -5.80346 0.10
H -0.90610 0.39190 -4.88447 0.11
H -2.27162 0.91142 -3.77590 0.13
H -0.88023 3.73770 -0.76851 0.11
H 0.58589 4.65358 -1.08438 0.09
H 0.59500 2.92258 -0.74586 0.04
```

Summary:
Multiplicity: 1
SMILES: C[N+](=O)[O-].C[N+](=O)[O-].C[N+](=O)[O-].C[N+](=O)[O-].CCOC(=O)OC.CCOC(=O)OC.CCOC(=O)OC.CCOC(=O)OC.CCOC(=O)OC
Net charge: 0
Highest occupied orbital energy: -10.522 eV
Energy: -78772.546 eV


The following is a DFT calculation (the ωB97M-V functional and the def2-TZVPD basis) of a 3-piece molecular cluster, C24H53F3NO10P2 overall in a non-equilibrium geometry.

```
93
Properties=species:S:1:pos:R:3:lowdin_charge:R:1
C -1.89557 3.02184 -1.19989 0.00
C -1.82059 2.18771 -2.45060 -0.52
O -2.42324 1.17591 -2.57137 0.11
N -0.93802 2.69060 -3.45402 -0.14
C -1.69834 3.69787 -4.20959 -0.06
C -0.46970 1.61867 -4.33000 -0.19
C 0.92981 1.98573 -4.90847 -0.18
C 2.03940 1.02746 -4.45185 -0.26
C 3.02711 1.67143 -3.45597 -0.33
P 2.49987 1.47465 -1.61789 0.46
C 3.40114 3.15610 -1.19956 -0.30
C 3.57379 3.50126 0.23327 -0.43
O 3.25465 4.55102 0.68777 0.01
C 4.04427 0.43466 -1.08622 -0.27
C 3.66891 -1.03451 -0.89353 -0.30
O 4.32111 -1.54983 0.28572 -0.06
C 4.10939 -1.93760 -2.05423 -0.65
F 5.04980 -1.43756 -2.81153 0.17
F 3.09425 -2.29695 -2.78884 0.18
F 4.60949 -3.08541 -1.58806 0.13
P 1.57901 1.23825 0.45322 0.55
O 0.51885 0.17223 0.38800 -0.57
H -0.93569 3.48291 -0.99619 0.07
H -2.17273 2.41232 -0.35272 0.08
H -2.62324 3.81362 -1.36842 0.08
H -1.08902 4.10526 -5.00804 0.08
H -2.60414 3.24483 -4.62760 0.09
H -1.96173 4.51096 -3.54238 0.08
H -1.14837 1.45417 -5.17151 0.11
H -0.35498 0.69165 -3.79091 0.11
H 0.86997 2.03288 -5.99385 0.09
H 1.13770 3.00199 -4.58712 0.09
H 2.62611 0.80926 -5.34440 0.09
H 1.63404 0.08587 -4.08758 0.08
H 4.04414 1.34994 -3.68664 0.06
H 2.99794 2.73832 -3.67291 0.05
H 1.73990 0.29686 -1.99841 0.00
H 1.29500 2.26589 -1.93205 0.00
H 4.39455 3.19167 -1.65602 0.09
H 2.84224 3.96667 -1.65622 0.07
H 4.04305 2.79447 0.94677 0.10
H 4.91228 0.58450 -1.71608 0.08
H 4.33636 0.79198 -0.10117 0.05
H 2.60342 -1.19564 -0.73644 0.12
H 4.07293 -0.98717 1.02913 0.08
H 0.91825 2.42777 0.88850 -0.02
H 2.55800 0.91872 1.45236 -0.04
C 4.72271 -4.21852 1.35193 -0.10
O 4.04591 -4.81083 2.45188 -0.20
C 3.46759 -6.05505 2.11392 -0.21
C 3.22818 -6.88554 3.35624 -0.18
O 4.40082 -7.52918 3.84869 -0.13
C 5.34041 -6.70857 4.52808 -0.19
C 4.90717 -6.31296 5.92439 -0.21
O 3.99357 -5.23029 5.87889 -0.20
C 3.24111 -5.11727 7.06312 -0.12
H 4.03905 -4.03680 0.52747 0.07
H 5.13536 -3.27387 1.68177 0.08
H 5.54856 -4.86373 1.02193 0.09
H 4.12229 -6.60752 1.42846 0.13
H 2.50646 -5.86363 1.61596 0.13
H 2.55088 -7.69980 3.08695 0.12
H 2.74124 -6.29993 4.13743 0.12
H 5.60633 -5.83363 3.93254 0.12
H 6.23847 -7.32432 4.62426 0.12
H 5.78707 -5.99233 6.50058 0.13
H 4.44771 -7.17748 6.41966 0.13
H 2.64265 -6.02093 7.23134 0.09
H 2.56610 -4.27100 6.94953 0.09
H 3.89201 -4.94151 7.92854 0.09
C -10.19353 3.24975 1.72139 -0.12
O -9.20496 3.04641 0.74001 -0.20
C -8.74830 4.26577 0.17644 -0.21
C -7.38070 4.09161 -0.45023 -0.19
O -6.31614 4.10050 0.48924 -0.13
C -6.13999 2.92397 1.27274 -0.18
C -5.53068 1.77014 0.50670 -0.20
O -6.51839 1.11159 -0.27141 -0.20
C -5.93878 0.34851 -1.31095 -0.10
H -11.07256 3.75009 1.29731 0.09
H -10.49189 2.27399 2.10133 0.09
H -9.79822 3.84208 2.55528 0.09
H -8.69697 5.04518 0.94620 0.13
H -9.46549 4.57182 -0.59848 0.13
H -7.20015 4.95877 -1.09051 0.13
H -7.34305 3.20344 -1.08345 0.12
H -7.07091 2.62975 1.76032 0.12
H -5.43621 3.20871 2.05792 0.13
H -5.11196 1.04334 1.21579 0.13
H -4.72772 2.14528 -0.13756 0.12
H -5.37174 0.99229 -1.99122 0.08
H -6.74526 -0.12475 -1.86951 0.08
H -5.27945 -0.42674 -0.90735 0.09
```

Summary:
Multiplicity: 1
Net charge: -1
Highest occupied orbital energy: -4.428 eV
Energy: -74437.818 eV


Number 1: orbital gap 8.465 eV. Number 2: orbital gap 10.533 eV. Number 3: orbital gap 6.770 eV.